No. 1
211
Properties=species:S:1:pos:R:3:forces:R:3:lowdin_charge:R:1 method="wB97M-V/def2-TZVPD" total_charge=0
C -30.48251 0.97965 17.72997 6.2 -2.7 -1.4 -0.698
O -29.27101 0.51785 17.68906 -2.4 1.2 0.3 -0.056
N -31.22213 0.85196 18.75671 -1.8 -0.4 4.5 0.204
N -31.03707 1.49143 16.69537 -1.9 1.9 -2.8 0.207
H -30.73938 0.49567 19.56919 -0.4 0.0 0.3 0.123
H -32.20815 1.07075 18.75765 0.4 -0.1 0.3 0.129
H -30.68379 1.23840 15.78363 0.0 0.2 -0.4 0.088
H -31.97363 1.82429 16.87466 0.1 0.0 -1.0 0.119
C -28.88504 -3.52045 15.09937 -1.2 1.3 2.7 -0.768
O -28.63983 -4.07945 14.08397 0.6 -2.8 -4.1 0.043
N -29.79570 -3.86970 15.98598 -1.3 -2.1 -0.1 0.221
N -28.26961 -2.44029 15.46607 2.0 2.9 0.4 0.215
H -30.11811 -3.21592 16.68508 -0.2 -0.3 0.1 0.054
H -30.36956 -4.62276 15.63432 -0.6 -0.1 0.7 0.071
H -27.66124 -2.00768 14.78576 0.2 0.1 0.7 0.092
H -28.47697 -2.05743 16.37740 0.4 0.5 -0.4 0.107
C -23.90451 0.53465 16.92554 0.3 -1.0 0.4 -0.062
O -23.29871 -0.78267 16.69861 -0.4 0.5 -0.6 -0.257
C -22.65656 -1.48682 17.80704 -1.0 0.9 -0.3 -0.163
C -21.89042 -2.69056 17.26247 1.0 1.3 0.7 -0.196
N -20.61387 -2.22354 16.76344 0.0 0.8 -0.2 -0.065
C -19.87915 -3.15871 15.96025 0.9 -0.3 1.1 -0.213
C -18.71381 -2.47803 15.25059 -1.2 -1.4 -0.2 -0.233
O -17.60225 -2.19416 16.05380 0.0 0.6 0.7 -0.160
C -16.61495 -1.47573 15.33181 -0.7 -0.1 -0.4 -0.095
H -23.20544 1.32056 17.21143 0.4 -0.4 0.6 0.087
H -24.71977 0.40399 17.63714 0.1 0.3 0.3 0.086
H -24.35480 0.95838 16.02787 0.1 -0.8 -0.4 0.069
H -23.39742 -1.83899 18.52480 -0.3 0.1 0.0 0.094
H -22.09034 -0.68719 18.28462 0.7 -0.6 0.3 0.124
H -22.50199 -3.21188 16.52604 -0.2 -0.2 -0.1 0.116
H -21.59123 -3.34847 18.07839 -0.7 -0.3 0.2 0.126
H -20.76754 -1.40729 16.18880 -0.1 0.3 -0.1 0.086
H -20.55210 -3.65332 15.25981 0.3 -0.1 -0.5 0.102
H -19.41534 -3.91263 16.59630 -0.2 -0.3 0.3 0.125
H -19.21938 -1.63050 14.78775 0.9 0.6 -0.5 0.106
H -18.43954 -3.25716 14.53938 0.3 0.4 -0.8 0.120
H -15.76098 -1.18083 15.94164 -0.2 -0.5 0.3 0.089
H -17.04088 -0.55911 14.92376 -0.1 0.1 -0.1 0.062
H -16.31652 -2.10401 14.49258 0.5 0.1 -0.2 0.087
C -28.33481 -7.28569 15.82847 0.8 0.6 0.5 -0.057
O -29.70149 -7.26456 16.23839 0.1 -0.1 -0.8 -0.231
C -30.59433 -7.84876 15.29282 -0.3 0.2 -0.8 -0.157
C -31.36838 -6.83163 14.32738 0.8 -0.7 0.8 -0.146
N -32.16363 -5.75851 15.02829 0.5 -2.0 0.0 -0.046
C -33.34245 -6.36934 15.70325 -0.4 0.9 -1.1 -0.189
C -34.35789 -7.11455 14.79138 0.0 0.5 -0.1 -0.204
O -34.74032 -6.31074 13.66722 -0.2 0.6 0.2 -0.209
C -35.77147 -6.78184 12.77777 1.4 -1.5 0.4 -0.091
H -27.72492 -6.72183 16.53430 -0.4 0.0 0.6 0.081
H -28.09831 -6.74441 14.91239 -0.6 -0.3 -0.5 0.088
H -27.90033 -8.28535 15.83004 -0.3 -0.2 -0.3 0.099
H -31.30275 -8.53165 15.76175 -0.3 0.5 0.8 0.118
H -29.99460 -8.59292 14.76874 -0.1 0.3 -1.0 0.103
H -31.99128 -7.45729 13.68812 -0.3 -0.2 0.1 0.099
H -30.64827 -6.44436 13.60657 0.1 0.7 0.4 0.102
H -32.50884 -5.12355 14.32275 -0.1 0.1 -0.2 0.095
H -33.91599 -5.55165 16.13975 0.2 0.1 0.2 0.104
H -33.02487 -7.02173 16.51666 0.0 -0.1 -0.1 0.104
H -35.24158 -7.25164 15.41461 -0.1 -0.5 0.1 0.122
H -33.92101 -8.05974 14.46912 -0.3 -0.3 -0.2 0.111
H -35.36524 -7.65677 12.27026 0.4 0.1 -0.8 0.077
H -36.02753 -6.00535 12.05695 0.0 0.0 0.4 0.088
H -36.62829 -7.29325 13.21643 -0.4 0.9 0.8 0.080
C -17.99052 1.42349 13.03360 0.3 0.0 -0.7 -0.137
O -19.10765 0.60363 13.18077 -2.2 0.4 0.0 -0.209
C -20.41373 1.25076 13.00546 -0.6 -1.8 0.4 -0.160
C -21.56063 0.25841 13.40833 2.0 0.2 0.0 -0.221
N -21.37971 -0.98977 12.69748 -1.5 -0.2 -0.4 -0.052
C -22.39799 -1.99785 13.15625 2.5 -0.7 -1.4 -0.145
C -22.04031 -3.39103 12.49776 -0.1 1.7 0.9 -0.167
O -20.68581 -3.73214 12.89210 -1.5 -0.3 -1.2 -0.210
C -20.23099 -4.90155 12.23097 1.1 -0.4 0.5 -0.114
H -17.94708 1.92235 12.06543 -0.3 0.2 -0.3 0.083
H -17.14165 0.74045 13.00233 0.2 0.2 0.5 0.081
H -17.91101 2.19643 13.79803 0.1 -0.1 0.3 0.089
H -20.68661 1.41100 11.96241 0.9 0.6 -0.3 0.114
H -20.53580 2.12938 13.63889 0.4 0.3 -0.2 0.116
H -22.50716 0.73063 13.14531 -0.1 0.0 0.2 0.107
H -21.46783 0.05200 14.47458 -0.5 0.4 0.5 0.096
H -20.44849 -1.30792 12.92487 0.1 -0.4 -0.1 0.079
H -23.40580 -1.73053 12.83849 0.0 0.3 0.2 0.105
H -22.28628 -2.02626 14.24014 -0.6 -0.5 0.3 0.091
H -22.13214 -3.34073 11.41281 0.3 0.3 -0.2 0.117
H -22.83788 -4.07366 12.79104 0.4 -0.7 0.5 0.107
H -20.10865 -4.92469 11.14811 -0.9 0.8 -0.4 0.083
H -20.78789 -5.79643 12.50873 -0.1 0.0 0.2 0.092
H -19.18270 -5.00930 12.50948 0.0 -0.2 0.6 0.080
C -26.34018 -1.87920 11.36903 0.3 -1.0 1.0 -0.095
O -27.70227 -2.08211 11.08283 -0.8 0.8 -0.6 -0.199
C -28.35930 -0.84932 10.81570 -0.8 0.3 0.6 -0.198
C -29.89963 -0.96269 10.89434 1.7 -0.4 -1.0 -0.190
N -30.34030 -1.37779 12.21458 -1.9 -0.4 -0.6 -0.045
C -31.80396 -1.82210 12.20550 0.6 1.6 1.1 -0.133
C -32.81854 -0.67796 11.87771 0.9 -0.9 -0.3 -0.201
O -32.75740 -0.19273 10.53593 0.2 -0.7 0.5 -0.219
C -33.82173 0.68164 10.16828 0.9 -0.6 0.7 -0.096
H -25.86901 -2.83999 11.57637 -0.2 -0.3 -0.4 0.083
H -26.30562 -1.42347 12.35858 0.5 0.9 -0.2 0.080
H -25.78208 -1.41843 10.55397 -0.1 0.5 0.1 0.095
H -27.98980 -0.34611 9.92219 -0.3 -0.6 -0.8 0.126
H -28.14658 -0.03631 11.50985 0.6 -0.3 1.1 0.100
H -30.25000 -1.66195 10.13516 -0.2 0.1 -0.3 0.117
H -30.21247 0.05080 10.64321 -0.5 -0.1 0.1 0.101
H -29.81027 -2.18576 12.50844 0.4 -0.2 0.1 0.097
H -31.98025 -2.01677 13.26339 -0.2 0.1 0.3 0.099
H -32.06641 -2.79250 11.78414 0.5 0.1 -1.0 0.111
H -32.61665 0.11746 12.59509 0.0 0.4 0.0 0.113
H -33.79200 -1.11220 12.10556 -0.4 0.1 -0.1 0.116
H -34.77767 0.16984 10.27929 -0.2 0.0 -0.3 0.085
H -33.58137 0.95693 9.14137 -0.4 0.2 0.1 0.096
H -33.80847 1.52690 10.85636 -0.2 0.4 -0.2 0.074
C -30.12881 -5.28871 9.60142 0.0 -0.1 0.6 -0.115
O -29.85842 -6.07238 8.47762 -0.2 -0.9 0.9 -0.155
C -30.74423 -5.74189 7.45704 1.0 1.0 -0.5 -0.266
C -30.61262 -6.70398 6.33789 -1.1 -0.3 -0.9 -0.227
N -31.12305 -8.02159 6.65673 1.0 -0.8 -0.1 -0.050
C -31.09876 -8.86138 5.46241 -0.7 0.0 0.2 -0.225
C -31.60004 -10.26153 5.70797 -0.3 -0.8 0.0 -0.229
O -33.00588 -10.29037 6.00133 0.4 0.0 0.0 -0.208
C -33.53958 -11.61479 6.20714 0.4 1.5 0.2 -0.093
H -29.67562 -4.30032 9.52524 0.0 0.3 -0.1 0.081
H -29.74158 -5.76352 10.50291 0.2 -0.1 -0.1 0.080
H -31.20947 -5.19177 9.70564 -0.2 0.2 0.2 0.082
H -30.40942 -4.74724 7.16265 -0.3 0.4 -0.7 0.126
H -31.78551 -5.61618 7.75377 -0.2 -0.4 0.5 0.121
H -29.60622 -6.71623 5.91940 0.2 -0.3 0.4 0.128
H -31.25066 -6.37110 5.51924 0.0 0.8 -0.4 0.115
H -32.00240 -7.98644 7.15230 -0.2 -0.1 -0.3 0.116
H -30.06688 -8.85307 5.11134 0.1 -0.4 0.1 0.123
H -31.67470 -8.49112 4.61429 -0.4 0.6 -0.1 0.114
H -30.96631 -10.68130 6.48917 -0.3 -0.3 0.5 0.120
H -31.51104 -10.92250 4.84583 0.6 0.2 -0.4 0.116
H -34.61511 -11.44029 6.23715 0.1 -0.4 0.3 0.086
H -33.12588 -11.96889 7.15137 -0.3 -0.4 0.1 0.085
H -33.31691 -12.32705 5.41266 0.2 0.1 -0.2 0.080
C -26.04405 -4.53638 18.28845 0.4 0.8 0.3 -0.093
O -26.56483 -3.69265 19.30972 0.0 1.2 -1.0 -0.203
C -26.43059 -2.27422 18.96156 -2.1 -0.5 2.1 -0.167
C -27.48154 -1.58837 19.92720 -0.3 1.0 -2.1 -0.155
N -28.92999 -1.60230 19.58624 1.0 0.1 1.0 -0.057
C -29.58565 -2.86708 19.67370 -1.0 0.0 -0.3 -0.210
C -31.06703 -2.76417 19.23794 1.3 0.6 -0.2 -0.146
O -31.05247 -2.38597 17.82943 -0.7 -0.2 1.1 -0.241
C -32.30330 -2.36321 17.19638 -0.8 0.1 -1.2 -0.116
H -26.52503 -4.44784 17.31432 -0.5 0.3 0.0 0.062
H -26.14294 -5.57427 18.60640 0.4 0.1 0.1 0.092
H -25.03975 -4.13531 18.15192 0.6 -1.0 -0.3 0.079
H -26.53791 -2.06349 17.89753 -0.5 -0.2 -0.1 0.102
H -25.51820 -1.76577 19.27319 0.8 -0.8 0.1 0.092
H -27.22356 -0.52943 19.91356 0.1 0.2 0.1 0.102
H -27.24412 -1.93861 20.93171 -0.5 -0.3 0.0 0.116
H -29.21271 -1.04648 18.79174 0.7 0.1 -0.3 0.040
H -29.54654 -3.15433 20.72444 -0.1 -0.6 0.0 0.127
H -29.12602 -3.62365 19.03774 0.1 -0.4 0.2 0.108
H -31.57024 -1.95647 19.76946 -0.1 0.0 0.2 0.111
H -31.54989 -3.71634 19.45778 -0.2 -0.1 -0.5 0.113
H -32.18569 -1.97350 16.18525 0.5 0.3 0.0 0.083
H -33.09878 -1.75116 17.62148 0.3 0.3 0.8 0.086
H -32.77843 -3.32341 16.99550 0.3 -0.6 0.5 0.077
C -24.76737 2.06244 11.22265 0.0 1.4 0.3 -0.079
O -25.75327 2.69039 12.06257 -0.6 -1.5 -1.0 -0.206
C -26.09743 2.03564 13.29889 -1.1 2.8 0.1 -0.173
C -27.30490 2.90445 13.75960 0.4 0.1 -0.5 -0.174
N -28.48884 2.76590 12.87967 0.2 0.1 -0.8 -0.085
C -29.54969 3.70031 13.23099 0.2 0.0 0.8 -0.203
C -30.78137 3.54229 12.38094 -0.4 -0.9 -0.1 -0.195
O -30.56599 3.92764 11.01930 1.5 0.7 2.4 -0.157
C -31.29057 3.21405 10.12603 -0.5 0.0 -2.4 -0.154
H -23.85946 2.61019 11.47519 0.9 -1.3 0.7 0.082
H -24.77800 2.40591 10.18824 -1.3 0.1 -0.2 0.077
H -24.85373 0.97615 11.19809 0.6 0.1 0.5 0.080
H -25.29022 2.25759 13.99692 0.1 -0.5 0.3 0.117
H -26.43885 1.00352 13.37805 0.6 -0.3 -1.0 0.099
H -27.04552 3.96195 13.70917 0.6 0.1 0.3 0.119
H -27.49051 2.62031 14.79541 -0.6 0.1 -0.1 0.106
H -28.26821 3.15270 11.97313 1.0 -0.8 -0.5 0.117
H -29.18582 4.72316 13.13373 0.0 0.3 0.5 0.128
H -29.72298 3.39395 14.26261 -0.8 0.9 0.3 0.121
H -31.66846 4.02557 12.79034 0.1 0.7 0.1 0.127
H -31.05703 2.49192 12.47498 0.1 -0.5 -0.6 0.105
H -31.07203 3.61942 9.13809 0.0 0.5 -0.1 0.093
H -32.35909 3.38268 10.25993 -0.3 -0.7 0.2 0.089
H -30.94817 2.19126 9.96870 -0.5 -0.5 0.8 0.083
O -29.24440 -9.34799 12.28198 -0.2 -0.2 0.3 -0.049
H -29.14455 -8.40558 12.41666 0.2 0.3 0.0 0.017
H -29.35316 -9.44502 11.33595 0.0 0.0 -0.3 0.035
O -25.36655 -4.42098 14.53403 0.4 -0.3 0.2 -0.036
H -26.29836 -4.39957 14.75197 -0.4 0.1 0.0 0.018
H -25.09907 -3.50192 14.53331 0.0 0.5 0.1 0.017
O -30.78228 -6.25437 18.31815 -0.9 0.5 1.5 -0.046
H -31.36842 -5.59135 17.95336 0.0 0.3 -0.2 -0.001
H -30.37995 -6.66597 17.55333 0.5 -0.3 -0.7 -0.031
O -34.07959 -6.42772 19.07937 -0.3 0.1 -0.2 -0.055
H -34.42537 -6.65596 19.94225 -0.1 -0.1 0.2 0.033
H -33.13100 -6.39267 19.20254 0.5 -0.1 0.0 0.004
O -29.61002 0.61663 14.01590 -0.4 -0.2 1.7 -0.067
H -29.82321 0.00018 13.31534 -0.6 -1.1 -0.6 -0.008
H -29.23162 1.37123 13.56465 0.6 0.9 -0.9 -0.030
O -27.41078 0.46755 15.66210 1.3 0.2 -0.1 -0.073
H -28.01401 0.30501 14.93690 -0.8 0.0 -0.4 -0.001
H -27.97896 0.62986 16.41512 -0.7 0.0 0.8 0.009
O -27.51025 -4.75924 11.77340 0.0 -0.5 -0.9 -0.064
H -27.82369 -4.59473 12.66274 -0.2 0.2 0.7 -0.010
H -27.96708 -4.11329 11.23461 0.0 0.3 -0.1 0.018
O -25.40518 -6.19958 12.41223 0.7 -1.0 -0.2 -0.088
H -26.00536 -5.63213 11.92846 -0.4 0.2 -0.2 -0.036
H -25.16430 -5.69002 13.18590 0.0 0.3 0.3 -0.035
O -25.56715 -1.36455 15.17495 0.3 -0.9 -0.8 -0.072
H -26.10343 -0.59631 15.37100 -0.6 0.6 0.3 -0.037
H -24.89481 -1.36809 15.85625 0.7 -0.1 0.2 0.000

=====

No. 2
83
Properties=species:S:1:pos:R:3:forces:R:3:lowdin_charge:R:1 method="wB97M-V/def2-TZVPD" total_charge=-2 relative_energy_kcal_mol=116.1
Ti -0.44292 0.75469 -0.04480 -0.2 0.2 -0.3 1.211
C -1.46912 -5.21075 2.09467 0.0 0.0 0.0 -0.130
C -0.51366 -5.65266 1.13628 0.0 0.0 0.0 -0.131
C 0.27152 -4.75711 0.45910 0.0 0.0 0.0 -0.050
C 0.09035 -3.37941 0.69926 0.0 0.0 0.0 -0.127
C 0.76318 -2.22736 0.23058 0.0 0.1 0.0 -0.309
N 1.97593 -2.30265 -0.42675 0.0 0.0 0.0 0.177
C 2.81931 -1.31911 -0.46100 0.0 0.0 0.0 -0.326
C 4.25241 -1.57045 -0.78060 0.0 0.0 0.0 -0.102
C 4.94072 -2.70941 -1.15632 0.0 0.0 0.0 -0.035
C 6.31793 -2.60952 -1.33285 0.0 0.0 0.0 -0.112
C 6.98122 -1.39991 -1.12737 0.0 0.0 0.0 -0.113
C 6.28093 -0.25811 -0.74624 0.0 0.0 0.0 -0.031
C 4.91471 -0.36624 -0.57308 0.0 0.0 0.0 -0.098
C 3.85018 0.63434 -0.27090 0.0 0.0 0.1 -0.309
N 4.08826 1.92493 -0.27263 -0.1 0.0 0.0 0.156
C 2.86735 2.57292 -0.48680 0.1 0.1 0.0 -0.253
N 1.79724 2.48924 0.33166 -0.1 0.0 -0.1 -0.089
C 0.57641 2.51964 -0.36299 0.0 -0.1 0.1 -0.141
N 1.92470 2.51357 1.71317 0.0 0.0 0.0 0.186
C 0.97773 1.92784 2.35305 0.0 0.0 0.0 -0.286
N 0.00739 1.11939 1.84969 0.0 0.0 0.1 0.005
C -0.59868 0.41570 2.88586 0.0 0.0 0.0 -0.289
N -1.10931 -0.76190 2.79149 0.0 0.1 0.0 0.195
C -0.75152 -1.53669 1.70921 0.0 0.0 -0.1 -0.294
N 0.16747 -1.12575 0.76467 0.1 -0.2 0.1 0.039
C -0.87724 -2.93635 1.64517 0.0 0.0 0.1 -0.122
C -1.64351 -3.87866 2.36246 0.0 0.0 0.0 -0.042
C -0.22475 1.08401 4.14143 0.0 0.0 0.0 -0.087
C -0.61107 0.89079 5.45767 0.0 0.0 0.0 -0.024
C 0.03695 1.62552 6.44138 0.0 0.0 0.0 -0.107
C 1.06675 2.51188 6.12166 0.0 0.0 0.0 -0.108
C 1.46902 2.68711 4.80262 0.0 0.0 0.0 -0.025
C 0.80854 1.96985 3.82334 0.0 0.0 0.0 -0.086
C 0.95162 2.90107 -1.66258 0.0 0.1 0.0 -0.225
C 0.19036 3.12443 -2.83716 0.0 0.0 0.0 -0.053
C 0.84046 3.39404 -4.00979 0.0 0.0 0.0 -0.118
C 2.26295 3.43390 -4.08525 0.0 0.0 0.0 -0.129
C 3.02879 3.20704 -2.97166 0.0 0.0 0.0 -0.058
C 2.37940 2.96159 -1.74592 0.0 0.0 0.1 -0.160
N 2.64589 0.00399 -0.17241 0.0 0.0 0.0 0.159
H -2.06539 -5.94794 2.62131 0.0 0.0 0.0 0.079
H -0.40317 -6.71601 0.95384 0.0 0.0 0.0 0.078
H 1.02176 -5.08555 -0.25165 0.0 0.0 0.0 0.096
H 4.41093 -3.64455 -1.29460 0.0 0.0 0.0 0.101
H 6.88767 -3.48327 -1.62914 0.0 0.0 0.0 0.086
H 8.05509 -1.35171 -1.26780 0.0 0.0 0.0 0.085
H 6.77897 0.69122 -0.59360 0.0 0.0 0.0 0.104
H -2.36362 -3.54468 3.09961 0.0 0.0 0.0 0.100
H -1.39264 0.18189 5.69808 0.0 0.0 0.0 0.109
H -0.25410 1.50537 7.47859 0.0 0.0 0.0 0.088
H 1.55891 3.06518 6.91253 0.0 0.0 0.0 0.087
H 2.27483 3.35987 4.53920 0.0 0.0 0.0 0.108
H -0.89230 3.08521 -2.79596 0.0 0.0 0.0 0.113
H 0.26406 3.57419 -4.91042 0.0 0.0 0.0 0.086
H 2.73489 3.63925 -5.03916 0.0 0.0 0.0 0.080
H 4.11167 3.20395 -3.01700 0.0 0.0 0.0 0.103
O -4.28203 2.09914 -0.17986 0.0 0.0 0.0 0.078
C -3.24547 1.48147 -0.27084 -0.1 0.0 0.0 -0.528
O -2.08044 1.86624 0.16808 0.1 0.0 0.0 -0.127
C -3.13618 0.09673 -0.95586 0.1 -0.1 -0.1 -0.525
O -4.02027 -0.40862 -1.61491 -0.1 0.0 0.1 0.070
O -1.96614 -0.41699 -0.73274 0.0 0.1 0.0 -0.160
N 0.39257 -8.56503 -4.83594 0.0 0.0 0.0 0.131
C 0.43497 -7.45172 -4.54825 0.0 -0.1 0.0 -0.197
C 0.48678 -6.05835 -4.20675 0.0 0.0 0.0 -0.244
C 1.71289 -5.39436 -4.18348 0.0 0.0 0.0 -0.025
C 1.76528 -4.05210 -3.86448 0.0 0.0 0.0 0.006
C 0.58994 -3.35967 -3.58593 0.0 -0.1 0.1 -0.171
C -0.63541 -4.02131 -3.59905 0.0 0.0 0.0 0.019
C -0.68502 -5.36779 -3.90076 0.0 0.0 0.0 -0.018
N 0.64812 -2.00095 -3.25501 -0.1 0.1 -0.1 0.001
C 1.61561 -1.07734 -3.63072 0.1 0.0 0.0 -0.029
C 1.35976 0.04083 -2.91694 0.0 -0.1 0.1 -0.079
N 0.26568 -0.17007 -2.09401 0.0 0.2 0.0 0.058
C -0.13985 -1.39091 -2.34011 0.0 -0.1 0.1 -0.130
H 2.62282 -5.93924 -4.39554 0.0 0.0 0.0 0.117
H 2.71571 -3.54203 -3.78745 0.0 0.0 0.0 0.111
H -1.54331 -3.47748 -3.37528 0.0 0.0 0.0 0.127
H -1.63307 -5.88772 -3.90606 0.0 0.0 0.0 0.120
H 2.37271 -1.29985 -4.36037 0.0 0.0 0.0 0.115
H 1.89516 0.96980 -2.92396 0.0 0.0 0.0 0.089
H -0.95240 -1.87764 -1.83119 0.0 0.0 0.0 0.131

=====

no.,LUMO energy (eV),orbital gap (eV)
1,0.0,8.09
2,3.8,4.67